A cluster of 2 separate species, C6H7BrClNO in total. Source: the OMol25 dataset; level of theory: ωB97M-V/def2-TZVPD.

Atoms and positions in Å:
O 0.949 -0.103 -1.148
H -3.085 0.801 -0.981
H -0.692 1.713 -1.196
C -2.180 0.159 -0.747
H -2.052 -0.513 -1.733
C 0.925 -2.121 0.673
Br 2.514 -2.412 -0.222
C 2.520 1.705 0.629
H -0.640 -1.071 1.584
C -0.977 1.072 -0.408
Cl 3.374 1.858 -0.743
C 0.151 0.044 -0.249
H -1.284 1.738 0.524
N 1.917 1.534 1.575
H -2.306 -0.498 0.218
C 0.076 -1.068 0.793
H 0.790 -2.840 1.430

Calculated values
Multiplicity: 1
DFT total energy (eV): -92435.2363
SMILES: CCC(=O)/C=C\Br.N#CCl